Computed, not measured: one molecule with the formula C3H5NOS in a non-equilibrium geometry, with ωB97M-V/def2-TZVPD.

- SMILES: O=C1CCN1S
- Molecular weight: 103.15 g/mol
- Total charge: 0
- Kohn-Sham gap: 10.089 eV
- Highest occupied orbital energy: -9.71 eV
- Largest force on an atom: 0.079 hartree/bohr

Bonds (Å) are listed after each position.
Positions of all 11 atoms, in Å:
1 C 0.21627 -0.98747 -0.02221  C2 1.553, H5 1.278, H6 1.274, N9 1.580
2 C 1.29121 0.10753 -0.26288  C1 1.553, C3 1.485, H7 1.054, H8 1.163
3 C 0.18058 1.09214 -0.29248  C2 1.485, N9 1.423, O10 1.169
4 H -2.76873 0.34261 1.18627  S11 1.430
5 H 0.19524 -2.20189 -0.42118  C1 1.278
6 H 0.20237 -1.17749 1.23772  C1 1.274
7 H 1.88111 -0.10374 -1.11086  C2 1.054
8 H 2.14517 0.24520 0.51458  C2 1.163
9 N -0.80148 0.09637 -0.55759  C1 1.580, C3 1.423, S11 1.866
10 O 0.07901 2.22836 -0.03535  C3 1.169
11 S -2.62077 0.35836 -0.23603  H4 1.430, N9 1.866